1.
Computed, not measured: a 10-piece molecular cluster, C28H50N2O12 overall in a non-equilibrium geometry, with ωB97M-V/def2-TZVPD.

The geometry in ORCA input format:
```
! wB97M-V def2-TZVPD RIJCOSX def2/J DEFGRID3
* xyz 0 1
C 0.755 2.442 -4.935
C 0.065 1.620 -4.018
C -0.828 0.917 -4.763
N -0.824 1.318 -6.071
C 0.155 2.322 -6.168
H 1.624 3.066 -4.805
H 0.311 1.485 -2.984
H -1.517 0.116 -4.528
H -1.451 0.954 -6.758
H 0.336 2.713 -7.156
C 3.257 -4.425 0.637
C 3.540 -5.548 -0.168
C 2.702 -5.519 -1.254
N 1.976 -4.352 -1.166
C 2.378 -3.644 -0.081
H 3.731 -4.118 1.556
H 4.375 -6.206 0.016
H 2.537 -6.247 -2.030
H 1.418 -3.927 -1.881
H 1.863 -2.726 0.153
O 2.621 -1.282 3.293
C 2.567 -0.894 4.423
C 1.332 -0.698 5.285
C 1.890 -0.020 6.543
C 3.388 -0.327 6.523
O 3.663 -0.633 5.156
H 0.618 -0.005 4.837
H 0.735 -1.591 5.468
H 1.756 1.052 6.372
H 1.329 -0.298 7.432
H 3.987 0.550 6.748
H 3.540 -1.121 7.258
O -1.390 -0.929 1.722
C -0.781 -0.044 1.198
C 0.699 0.208 1.095
C 0.810 1.052 -0.182
C -0.579 1.657 -0.345
O -1.452 0.938 0.506
H 1.084 0.745 1.960
H 1.281 -0.699 0.958
H 1.652 1.734 -0.066
H 1.055 0.392 -1.016
H -0.610 2.732 -0.148
H -0.831 1.550 -1.397
O 1.326 -1.791 -2.768
C 1.929 -2.187 -3.734
C 1.558 -1.940 -5.191
C 2.084 -3.232 -5.833
C 3.348 -3.380 -4.999
O 2.983 -3.007 -3.652
H 0.500 -1.702 -5.232
H 2.135 -1.072 -5.523
H 1.328 -3.992 -5.653
H 2.352 -3.055 -6.872
H 3.846 -4.350 -4.985
H 4.154 -2.724 -5.344
O 0.455 3.223 3.044
C -0.617 2.888 3.459
C -1.911 3.704 3.384
C -2.863 2.957 4.317
C -2.313 1.534 4.186
O -0.903 1.699 4.012
H -1.921 4.776 3.539
H -2.207 3.500 2.344
H -2.640 3.267 5.338
H -3.891 3.002 3.974
H -2.433 0.997 5.131
H -2.893 0.913 3.498
C -2.592 -1.580 -1.683
O -1.348 -1.002 -2.057
H -3.055 -0.938 -0.936
H -3.210 -1.759 -2.566
H -2.449 -2.545 -1.189
H -0.741 -1.690 -2.350
C -3.342 2.849 -2.077
O -3.480 3.318 -0.738
H -2.786 1.912 -2.070
H -4.317 2.682 -2.555
H -2.924 3.614 -2.729
H -4.095 2.717 -0.308
C -0.493 5.982 1.074
O 0.589 6.083 1.970
H -1.281 6.731 1.155
H -0.070 5.995 0.061
H -1.025 5.033 1.216
H 1.001 5.218 2.058
C -3.933 -3.117 1.527
O -3.823 -2.041 2.432
H -2.919 -3.446 1.264
H -4.431 -3.954 2.016
H -4.441 -2.865 0.590
H -3.011 -1.537 2.232
*
```

Results
SMILES: c1cc[nH]c1.c1cc[nH]c1.O=C1CCCO1.O=C1CCCO1.O=C1CCCO1.O=C1CCCO1.CO.CO.CO.CO
DFT total energy: -57395.047 eV
lowest unoccupied orbital energy: 0.34 eV
E_HOMO: -7.70 eV
Kohn-Sham gap: 8.0 eV
energy relative to the best compared isomer or geometry (same formula, charge and spin): 0.000 eV

Löwdin atomic charge list, values in e, 8 entries: C -0.1088; C -0.0944; C -0.1689; N 0.0180; C -0.1221; H 0.0928; H 0.0726; H 0.1056

2.
Computed, not measured: a 6-piece molecular cluster, C28H50N8O4 overall in a non-equilibrium geometry, with ωB97M-V/def2-TZVPD.

The geometry in ORCA input format:
```
! wB97M-V def2-TZVPD RIJCOSX def2/J DEFGRID3
* xyz 2 1
C 0.628 1.598 3.484
C -0.830 1.424 3.869
N -1.153 0.030 4.184
C -1.081 -0.944 3.223
C -1.450 -2.109 3.804
N -1.681 -1.835 5.132
C -1.540 -0.526 5.319
C -2.024 -2.804 6.176
H 0.975 0.730 2.930
H 1.247 1.777 4.362
H 0.722 2.467 2.838
H -1.487 1.737 3.055
H -1.064 2.086 4.703
H -0.705 -0.800 2.224
H -1.446 -3.101 3.389
H -1.698 -0.035 6.265
H -1.119 -3.331 6.476
H -2.729 -3.532 5.785
H -2.431 -2.296 7.044
C -2.002 -2.965 -0.601
C -3.487 -2.797 -0.393
N -3.773 -1.671 0.504
C -3.451 -0.356 0.269
C -3.865 0.364 1.342
N -4.404 -0.545 2.221
C -4.373 -1.754 1.685
C -5.011 -0.230 3.514
H -1.818 -3.878 -1.170
H -1.489 -3.108 0.356
H -1.515 -2.129 -1.107
H -3.864 -3.701 0.087
H -4.060 -2.687 -1.310
H -2.938 -0.080 -0.643
H -3.777 1.416 1.535
H -4.623 -2.648 2.230
H -5.417 0.779 3.453
H -4.274 -0.249 4.313
H -5.859 -0.879 3.704
C 3.978 -3.127 -7.742
C 3.354 -2.130 -6.768
N 2.860 -2.824 -5.556
C 2.123 -3.989 -5.494
C 2.041 -4.333 -4.195
N 2.624 -3.315 -3.468
C 3.189 -2.477 -4.327
C 2.861 -3.275 -2.033
H 4.439 -2.594 -8.570
H 3.222 -3.832 -8.081
H 4.774 -3.683 -7.246
H 2.526 -1.559 -7.179
H 4.137 -1.460 -6.417
H 1.709 -4.435 -6.380
H 1.618 -5.168 -3.666
H 3.741 -1.585 -4.082
H 2.146 -2.618 -1.538
H 3.860 -2.929 -1.787
H 2.698 -4.265 -1.615
C 1.704 4.448 -3.912
C 1.207 3.570 -2.768
N 0.378 4.309 -1.813
C 0.686 5.527 -1.237
C -0.243 5.747 -0.287
N -1.139 4.700 -0.340
C -0.740 3.858 -1.275
C -2.273 4.483 0.543
H 2.650 4.111 -4.329
H 1.873 5.472 -3.579
H 0.987 4.514 -4.730
H 2.083 3.182 -2.250
H 0.588 2.761 -3.146
H 1.578 6.073 -1.476
H -0.444 6.592 0.349
H -1.224 2.914 -1.489
H -1.955 3.852 1.373
H -3.070 4.001 -0.012
H -2.587 5.434 0.965
C 1.042 0.124 -0.080
C -0.356 0.660 -0.418
O -0.847 1.421 0.464
O -0.880 0.414 -1.529
H 1.463 -0.463 -0.900
H 0.914 -0.537 0.780
H 1.755 0.912 0.151
C 3.892 0.890 2.660
C 4.125 1.464 4.084
O 4.785 0.755 4.862
O 3.611 2.593 4.282
H 3.437 -0.104 2.682
H 4.767 0.864 2.011
H 3.200 1.640 2.253
*
```

Results
DFT total energy: -49942.534 eV
lowest unoccupied orbital energy: -4.45 eV
E_HOMO: -9.10 eV
Kohn-Sham gap: 4.7 eV
energy relative to the best compared isomer or geometry (same formula, charge and spin): 0.000 eV

Löwdin atomic charge list, values in e, 8 entries: C -0.0479; C -0.1566; N -0.0161; C -0.0135; C -0.0156; N -0.0862; C -0.0104; C 0.0313

3.
Computed, not measured: a 5-piece molecular cluster, C28H51BBrCl12N3O5 overall in a non-equilibrium geometry, with ωB97M-V/def2-TZVPD.

The geometry in ORCA input format:
```
! wB97M-V def2-TZVPD RIJCOSX def2/J DEFGRID3
* xyz 0 1
C 3.187 -3.038 2.329
C 2.224 -2.303 3.195
C 0.880 -2.219 2.594
O 0.476 -3.076 1.895
O 0.122 -1.163 2.903
C -0.212 -0.416 1.703
C -0.887 0.862 2.042
C -0.066 2.126 2.359
B -0.362 2.640 3.812
O 0.665 3.110 4.603
N -1.712 2.623 4.346
C -2.347 3.949 4.339
C -1.717 1.989 5.655
N -0.663 3.253 1.599
C 0.216 3.783 0.684
O 0.112 4.850 0.203
C 1.359 2.781 0.495
C 2.557 3.665 0.218
C 3.898 2.988 -0.054
C 4.386 3.018 -1.474
N 4.492 1.647 -1.993
C 1.189 1.807 -0.669
C -0.244 1.662 -1.177
C -0.723 0.274 -1.617
C -2.194 0.148 -1.308
C -3.016 -0.758 -2.214
C -4.218 -1.197 -1.447
O -5.379 -1.148 -2.232
C -6.483 -1.550 -1.482
C 1.377 2.285 1.927
C 2.416 1.286 2.357
C 3.558 1.882 3.135
C 4.089 0.955 4.181
Br 3.030 1.017 5.794
H 2.889 -4.034 2.109
H 3.389 -2.478 1.451
H 4.114 -3.098 2.845
H 2.144 -2.757 4.158
H 2.599 -1.324 3.353
H 0.675 -0.318 1.116
H -0.891 -1.030 1.167
H -1.463 0.642 2.909
H -1.598 1.033 1.278
H 0.637 4.069 4.552
H -2.875 4.081 5.248
H -1.656 4.759 4.218
H -3.095 3.973 3.586
H -1.739 2.689 6.462
H -0.876 1.352 5.804
H -2.588 1.381 5.757
H -1.613 3.145 1.296
H 2.727 4.309 1.051
H 2.309 4.277 -0.614
H 4.644 3.476 0.527
H 3.916 1.966 0.228
H 3.713 3.567 -2.085
H 5.314 3.531 -1.572
H 4.220 1.650 -2.959
H 5.455 1.364 -2.012
H 1.671 0.884 -0.456
H 1.748 2.214 -1.470
H -0.323 2.256 -2.056
H -0.962 2.022 -0.482
H -0.643 0.251 -2.677
H -0.137 -0.514 -1.208
H -2.376 -0.139 -0.294
H -2.614 1.120 -1.419
H -3.394 -0.153 -3.000
H -2.474 -1.590 -2.590
H -4.075 -2.161 -0.993
H -4.360 -0.501 -0.643
H -6.348 -2.547 -1.128
H -6.596 -0.923 -0.615
H -7.368 -1.461 -2.063
H 1.660 3.185 2.424
H 2.780 0.706 1.545
H 1.950 0.602 3.026
H 3.230 2.755 3.635
H 4.360 2.132 2.475
H 4.178 -0.043 3.836
H 5.059 1.258 4.464
Cl -7.098 -5.297 -2.330
C -5.837 -4.721 -3.423
Cl -4.269 -4.798 -2.615
Cl -5.868 -5.625 -4.930
H -6.045 -3.686 -3.658
Cl 1.867 -3.276 -1.482
C 2.697 -2.677 -2.918
Cl 3.153 -0.984 -2.723
Cl 4.135 -3.644 -3.244
H 2.025 -2.762 -3.760
Cl -4.448 -3.228 -8.360
C -5.797 -2.454 -7.539
Cl -7.202 -3.512 -7.526
Cl -5.347 -1.971 -5.900
H -6.056 -1.562 -8.089
Cl 5.373 -6.036 -5.572
C 3.752 -6.690 -5.771
Cl 3.306 -7.695 -4.395
Cl 2.586 -5.387 -5.996
H 3.743 -7.307 -6.657
*
```

Results
SMILES: CCC(=O)OCC[C@]1(B(O)N(C)C)NC(=O)[C@](CCCN)(CCCCCCOC)[C@@H]1CCCBr.ClC(Cl)Cl.ClC(Cl)Cl.ClC(Cl)Cl.ClC(Cl)Cl
DFT total energy: -265558.056 eV
lowest unoccupied orbital energy: 0.28 eV
E_HOMO: -8.60 eV
Kohn-Sham gap: 8.9 eV

Löwdin atomic charge list, values in e, 8 entries: C -0.0744; C -0.1449; C -0.5370; O 0.1509; O 0.0177; C -0.1339; C -0.0482; C -0.2239

4.
Computed, not measured: a 5-piece molecular cluster, C28H51BrCl2F3O7P overall, with ωB97M-V/def2-TZVPD.

The geometry in ORCA input format:
```
! wB97M-V def2-TZVPD RIJCOSX def2/J DEFGRID3
* xyz 0 1
C -3.585 4.230 -1.844
C -2.188 4.157 -2.459
C -1.176 3.209 -1.794
Cl -1.603 2.866 -0.070
C -0.999 1.848 -2.430
C 0.062 1.069 -2.183
Cl 1.382 1.514 -1.202
C 0.167 -0.297 -2.787
O 1.225 -0.753 -3.150
C -1.139 -1.028 -2.920
C -1.198 -2.522 -2.726
C -0.139 -3.342 -3.477
C -0.181 -4.802 -3.064
F 0.688 -5.057 -2.065
F 0.147 -5.613 -4.082
F -1.390 -5.203 -2.625
C -2.210 -0.260 -3.178
P -3.906 -0.949 -3.317
O -4.745 0.418 -3.015
Br -4.065 -1.095 -5.552
C -2.012 1.221 -3.346
O -2.617 1.821 -4.206
H -4.032 3.247 -1.692
H -4.232 4.783 -2.531
H -3.576 4.783 -0.905
H -1.751 5.159 -2.393
H -2.263 3.927 -3.516
H -0.207 3.702 -1.728
H -2.178 -2.900 -3.009
H -1.093 -2.716 -1.651
H -0.339 -3.313 -4.548
H 0.868 -2.993 -3.279
H -5.024 0.859 -3.829
C 5.377 0.913 2.051
C 4.224 0.166 2.695
O 3.152 -0.074 1.800
C 3.476 -0.839 0.648
C 3.975 -2.241 0.954
H 5.032 1.861 1.637
H 6.162 1.114 2.781
H 5.816 0.338 1.234
H 3.799 0.760 3.504
H 4.574 -0.772 3.141
H 4.195 -0.303 0.018
H 2.547 -0.901 0.081
H 4.912 -2.232 1.513
H 4.149 -2.782 0.024
H 3.237 -2.789 1.543
C -3.421 2.224 4.253
C -3.934 3.164 3.176
O -4.637 2.509 2.137
C -5.799 1.797 2.520
C -6.872 2.657 3.166
H -2.783 1.460 3.806
H -2.841 2.777 4.993
H -4.229 1.714 4.777
H -3.086 3.646 2.688
H -4.544 3.964 3.612
H -5.537 0.955 3.172
H -6.183 1.370 1.593
H -6.536 3.096 4.107
H -7.754 2.052 3.380
H -7.162 3.471 2.500
C 6.346 -0.879 -3.711
C 5.884 0.405 -3.042
O 6.326 0.552 -1.704
C 7.729 0.576 -1.503
C 8.441 1.707 -2.225
H 6.020 -1.747 -3.136
H 5.922 -0.947 -4.713
H 7.432 -0.926 -3.807
H 4.796 0.412 -2.980
H 6.174 1.275 -3.641
H 8.172 -0.390 -1.769
H 7.856 0.695 -0.427
H 8.351 1.623 -3.309
H 9.503 1.694 -1.979
H 8.027 2.670 -1.926
C -4.041 -3.974 4.635
C -4.153 -2.861 3.607
O -3.443 -1.685 3.946
C -2.042 -1.821 4.105
C -1.317 -2.307 2.861
H -4.382 -3.627 5.611
H -4.656 -4.822 4.332
H -3.016 -4.331 4.743
H -5.193 -2.546 3.522
H -3.851 -3.223 2.617
H -1.812 -2.466 4.962
H -1.691 -0.821 4.361
H -1.626 -3.313 2.572
H -0.242 -2.328 3.042
H -1.514 -1.638 2.022
*
```

Results
SMILES: CC[C@@H](Cl)C1=C(Cl)C(=O)C(CCC(F)(F)F)=C(P(O)Br)C1=O.CCOCC.CCOCC.CCOCC.CCOCC
DFT total energy: -156723.458 eV
lowest unoccupied orbital energy: -1.51 eV
E_HOMO: -9.41 eV
Kohn-Sham gap: 7.9 eV

Löwdin atomic charge list, values in e, 8 entries: C -0.1281; C -0.2568; C -0.5888; Cl 0.6698; C -0.1907; C -0.5431; Cl 0.8256; C -0.3367

5.
Computed, not measured: a 4-piece molecular cluster, C28H51BrN5O3S2 overall in a non-equilibrium geometry, with ωB97M-V/def2-TZVPD.

The geometry in ORCA input format:
```
! wB97M-V def2-TZVPD RIJCOSX def2/J DEFGRID3
* xyz 1 1
S -1.210 1.110 -3.549
C -1.349 -0.386 -2.965
S -2.321 -1.600 -3.885
C -4.015 -1.007 -3.732
C -4.873 -1.948 -2.869
C -4.486 -3.400 -3.041
N -5.247 -4.243 -2.014
Br -6.445 -5.495 -2.758
N -0.678 -0.861 -1.823
C -0.820 -0.043 -0.618
C -1.859 0.845 -0.378
C -1.886 1.548 0.816
C -0.917 1.370 1.796
C 0.116 0.472 1.558
C 0.155 -0.221 0.357
C -0.952 -2.252 -1.483
C -0.138 -3.254 -1.996
C -0.365 -4.584 -1.663
C -1.390 -4.941 -0.797
C -2.213 -3.934 -0.284
C -1.992 -2.605 -0.624
H -4.010 -0.020 -3.279
H -4.471 -0.869 -4.709
H -5.917 -1.843 -3.173
H -4.819 -1.613 -1.831
H -3.437 -3.593 -2.847
H -4.757 -3.757 -4.027
H -4.561 -4.786 -1.483
H -5.710 -3.631 -1.340
H -2.615 0.987 -1.134
H -2.679 2.259 0.997
H -0.952 1.909 2.728
H 0.898 0.291 2.279
H 0.955 -0.926 0.182
H 0.662 -2.949 -2.654
H 0.283 -5.348 -2.067
H -1.566 -5.962 -0.495
H -3.007 -4.180 0.411
H -2.635 -1.855 -0.188
C 3.172 0.946 6.400
C 3.519 1.547 5.042
C 3.745 3.063 5.073
O 2.560 3.836 5.151
C 2.024 3.990 6.452
N 2.482 1.168 4.075
H 2.140 1.151 6.687
H 3.290 -0.137 6.374
H 3.828 1.336 7.181
H 4.461 1.095 4.718
H 4.215 3.353 4.129
H 4.441 3.344 5.872
H 2.813 4.049 7.207
H 1.338 3.177 6.701
H 1.458 4.922 6.467
H 2.766 1.474 3.147
H 1.660 1.731 4.279
C -7.099 -2.182 -9.885
C -5.645 -2.160 -9.424
C -5.455 -2.583 -7.960
O -5.813 -1.596 -7.003
C -7.198 -1.522 -6.709
N -5.081 -0.837 -9.700
H -7.661 -1.326 -9.511
H -7.147 -2.146 -10.972
H -7.605 -3.093 -9.558
H -5.099 -2.887 -10.032
H -4.389 -2.766 -7.798
H -5.979 -3.525 -7.747
H -7.671 -2.508 -6.747
H -7.713 -0.842 -7.389
H -7.301 -1.121 -5.699
H -4.084 -0.845 -9.505
H -5.463 -0.184 -9.021
C 10.221 4.254 6.283
C 9.154 4.363 5.198
C 7.718 4.364 5.741
O 7.234 3.095 6.142
C 7.621 2.686 7.442
N 9.372 3.302 4.211
H 10.309 3.239 6.670
H 11.195 4.529 5.879
H 10.005 4.922 7.119
H 9.299 5.322 4.694
H 7.053 4.682 4.933
H 7.601 5.090 6.555
H 7.686 3.535 8.129
H 8.574 2.153 7.424
H 6.861 1.996 7.811
H 8.738 3.435 3.428
H 9.073 2.424 4.627
*
```

Results
DFT total energy: -135159.236 eV
lowest unoccupied orbital energy: -4.94 eV
E_HOMO: -10.27 eV
Kohn-Sham gap: 5.3 eV
energy relative to the best compared isomer or geometry (same formula, charge and spin): 0.000 eV

Löwdin atomic charge list, values in e, 8 entries: S 0.7643; C -1.0455; S 0.9148; C -0.4267; C -0.2319; C -0.2389; N -0.3421; Br 0.8783